{"formula": "C24H30N2O5", "method": "ωB97M-V with the def2-TZVPD basis set", "species": ["C", "C", "C", "O", "C", "C", "C", "C", "O", "C", "O", "C", "C", "C", "C", "O", "N", "C", "C", "C", "N", "C", "C", "O", "C", "C", "C", "C", "C", "C", "C", "H", "H", "H", "H", "H", "H", "H", "H", "H", "H", "H", "H", "H", "H", "H", "H", "H", "H", "H", "H", "H", "H", "H", "H", "H", "H", "H", "H", "H", "H"], "positions_angstrom": [[-6.89918, -0.17988, -1.25061], [-5.78943, -0.97080, -0.65579], [-5.74703, -2.30013, -0.40294], [-4.56942, -2.69855, 0.14725], [-3.80886, -1.58764, 0.25735], [-2.52061, -1.50869, 0.76213], [-1.79125, -2.71407, 1.25944], [-1.95000, -0.23357, 0.76636], [-0.68510, -0.14966, 1.25078], [-0.00499, 1.01561, 1.30761], [1.12317, 0.98499, 1.75652], [-0.67758, 2.23134, 0.86190], [0.17707, 3.46710, 0.91298], [0.74503, 3.77515, -0.48414], [1.47208, 2.53334, -0.98290], [0.89582, 1.63646, -1.56471], [2.79185, 2.52392, -0.71288], [3.62070, 1.35218, -0.88222], [4.20788, 0.89916, 0.45319], [4.83752, -0.48740, 0.32896], [3.87385, -1.46852, -0.12966], [4.49539, -2.66751, -0.65849], [3.40718, -3.56592, -1.24749], [2.45749, -3.92803, -0.27514], [1.87007, -2.77458, 0.28805], [2.91262, -1.84073, 0.89527], [-1.94502, 2.18635, 0.38189], [-2.67388, 3.40619, -0.09053], [-2.63555, 0.91654, 0.31119], [-3.92817, 0.78834, -0.19595], [-4.51431, -0.46416, -0.22508], [-7.74189, -0.82456, -1.48410], [-7.22712, 0.59273, -0.55628], [-6.56459, 0.30918, -2.16450], [-6.47788, -3.06867, -0.56546], [-1.13251, -2.44311, 2.08000], [-1.18307, -3.13722, 0.46095], [-2.50262, -3.46827, 1.58571], [-0.38537, 4.32526, 1.28471], [1.00310, 3.27215, 1.60024], [1.41562, 4.63405, -0.43614], [-0.06972, 3.99272, -1.17486], [3.17732, 3.26320, -0.14615], [2.98305, 0.56335, -1.28471], [4.41982, 1.56769, -1.60085], [4.97230, 1.60476, 0.78886], [3.40779, 0.88498, 1.19305], [5.64157, -0.44358, -0.41229], [5.28556, -0.77466, 1.29754], [5.19965, -2.38927, -1.44622], [5.04139, -3.22682, 0.12414], [3.83443, -4.49781, -1.62336], [2.91200, -3.02916, -2.07094], [1.18556, -3.12956, 1.05894], [1.30925, -2.22667, -0.48333], [2.40610, -0.95078, 1.26620], [3.41207, -2.34961, 1.74074], [-2.11560, 4.31316, 0.11165], [-3.64101, 3.47975, 0.40423], [-2.84307, 3.33785, -1.16427], [-4.46950, 1.64211, -0.56587]], "forces_ev_per_angstrom": [[0.0962, -0.0874, 0.0548], [-0.1353, -0.5487, 0.0433], [-0.4351, 0.7755, -0.3095], [0.4353, -0.4440, 0.2386], [0.1884, 1.2220, -0.1304], [0.0008, -0.0431, 0.0282], [0.0058, 0.0400, -0.0228], [-0.9734, -0.0105, -0.3716], [0.1192, -0.2869, 0.0653], [0.4537, 0.1962, 0.2423], [-0.3827, -0.0662, -0.1498], [-0.5171, 0.1335, -0.0115], [-0.0109, 0.0237, -0.0524], [-0.0265, -0.2117, 0.1206], [0.0378, 0.7362, -0.1390], [-0.2552, -0.3419, -0.1326], [0.4799, 0.1242, 0.1311], [0.0119, -0.2029, 0.0990], [0.0041, -0.1988, -0.2140], [-0.0121, 0.2043, 0.0450], [0.1114, -0.1169, 0.0130], [-0.2437, -0.1884, -0.1551], [0.3900, 0.0530, -0.1250], [-0.0215, -0.1345, 0.0984], [0.0101, 0.2332, 0.2756], [-0.2542, -0.1390, -0.1438], [0.5071, 0.1110, 0.3087], [0.1561, -0.0477, 0.0668], [0.1606, -0.4092, 0.0788], [0.0949, -0.2595, 0.0841], [0.3524, -0.4697, 0.2313], [-0.1162, 0.0349, -0.0533], [-0.0932, 0.0687, 0.0006], [-0.0611, 0.0554, -0.0862], [-0.0540, -0.1580, 0.0060], [0.0414, -0.0867, 0.0593], [0.0727, -0.0924, -0.0038], [0.0287, -0.0765, 0.0444], [0.0268, -0.0337, 0.0080], [-0.1152, 0.1191, -0.0096], [-0.0006, 0.0327, -0.0352], [0.0768, -0.0047, -0.0439], [-0.1889, 0.0358, -0.0688], [0.1310, 0.1127, -0.0272], [-0.0562, -0.1145, -0.0008], [0.0022, 0.0290, 0.0839], [0.0384, 0.0677, 0.0404], [0.0390, -0.0478, 0.0543], [0.0347, -0.0230, -0.0971], [0.0168, -0.0320, 0.0159], [0.0026, 0.0329, -0.0569], [-0.0017, 0.0886, -0.0326], [0.0636, -0.0521, 0.0250], [-0.0155, 0.0920, -0.0397], [-0.0196, -0.0166, 0.0602], [-0.0248, -0.0315, 0.0728], [-0.0131, 0.0369, -0.0184], [0.0130, 0.0714, -0.0137], [-0.0729, 0.0398, -0.0162], [-0.0696, 0.0361, -0.0958], [-0.0331, 0.1700, -0.0390]], "nbo_charge": [-0.629, -0.084, 0.118, -0.430, 0.364, -0.109, -0.639, 0.386, -0.471, 0.775, -0.620, -0.143, -0.424, -0.479, 0.684, -0.640, -0.603, -0.235, -0.425, -0.204, -0.448, -0.244, -0.071, -0.527, -0.073, -0.273, 0.116, -0.657, -0.153, -0.171, -0.135, 0.222, 0.219, 0.220, 0.203, 0.232, 0.232, 0.228, 0.216, 0.244, 0.210, 0.223, 0.385, 0.252, 0.183, 0.196, 0.235, 0.190, 0.171, 0.200, 0.164, 0.189, 0.166, 0.190, 0.170, 0.239, 0.162, 0.222, 0.227, 0.235, 0.216], "e_tot_ha": -1418.28572, "homo_ha": -0.300, "charge": 0, "de_lowest_kj_mol": 150.7, "max_force_ha_per_bohr": 0.0242, "homo_lumo_gap_ev": 8.39, "smiles": "Cc1coc2c(C)c3oc(=O)c(CCC(=O)NCCCN4CCOCC4)c(C)c3cc12"}